Entry from OMol25: 2 unconnected molecules or ions with the total composition C6H16 at a distorted geometry (wB97M-V/def2-TZVPD).

- Gap between HOMO and LUMO: 0.435 hartree
- Charge: 0
- LUMO: 1.07 eV

CARTESIAN COORDINATES (ANGSTROEM)
C  -0.774  -2.172  1.161
C  -0.003  -1.105  0.311
C  0.696  -0.089  1.289
C  1.007  -1.597  -0.697
H  -1.456  -2.751  0.508
H  -1.321  -1.564  1.891
H  -0.121  -2.738  1.758
H  -0.871  -0.667  -0.220
H  1.128  -0.599  2.144
H  1.419  0.480  0.732
H  0.005  0.686  1.663
H  0.538  -1.816  -1.594
H  1.700  -0.732  -0.891
H  1.613  -2.410  -0.268
C  -0.404  1.640  -1.332
C  -0.520  3.014  -0.679
H  -0.474  1.653  -2.412
H  0.502  1.199  -0.924
H  -1.219  1.008  -0.961
H  0.259  3.689  -0.946
H  -0.447  2.967  0.410
H  -1.391  3.571  -1.086

=====

Entry from OMol25: 2 unconnected molecules or ions with the total composition C7H15Br2O2P at a distorted geometry (wB97M-V/def2-TZVPD).

- Gap between HOMO and LUMO: 0.352 hartree
- Charge: 0
- LUMO: 0.59 eV

CARTESIAN COORDINATES (ANGSTROEM)
C  1.010  -0.816  2.687
C  1.556  -1.849  1.746
Br  3.321  -1.501  1.167
C  0.876  -2.924  1.322
P  1.410  -4.203  0.139
Br  -0.871  -3.171  1.988
H  0.175  -0.302  2.230
H  1.798  -0.131  2.951
H  0.654  -1.336  3.562
H  2.434  -3.545  -0.548
H  2.109  -5.029  1.032
C  -2.079  2.230  -2.526
O  -0.667  2.264  -2.413
C  -0.209  2.806  -1.187
C  0.140  1.736  -0.176
O  -0.988  0.969  0.212
C  -1.099  -0.262  -0.485
H  -2.330  1.526  -3.317
H  -2.554  1.903  -1.600
H  -2.464  3.219  -2.799
H  -0.951  3.495  -0.771
H  0.696  3.380  -1.408
H  0.522  2.224  0.726
H  0.929  1.085  -0.566
H  -0.413  -0.995  -0.052
H  -0.886  -0.152  -1.550
H  -2.119  -0.623  -0.366

=====

Entry from OMol25: a molecular structure, C15H22AgClNO6S at a distorted geometry (wB97M-V/def2-TZVPD).

- Gap between HOMO and LUMO (alpha / beta): 0.240 / 0.169 hartree
- Charge: +2
- LUMO (alpha / beta): -8.00 / -9.94 eV
- 2S+1: 2

CARTESIAN COORDINATES (ANGSTROEM)
C  -1.064  4.301  2.527
O  -0.635  3.884  1.201
C  -0.147  2.535  1.216
C  -0.315  1.908  -0.294
C  1.013  1.411  -1.046
C  1.763  0.174  -0.378
C  1.514  -0.415  1.021
C  2.382  -1.627  1.564
C  3.505  -2.279  0.644
C  3.793  -1.715  -0.764
C  4.905  -2.265  -1.783
C  2.924  -0.499  -1.243
O  -0.614  3.145  -1.045
S  -1.735  3.002  -2.294
O  -2.682  4.138  -2.006
O  -0.988  3.026  -3.590
O  -2.229  1.441  -1.857
C  -1.709  1.077  -0.527
Cl  -3.017  1.770  0.572
C  -1.650  -0.521  -0.646
C  -2.029  -1.297  0.721
O  -3.474  -1.368  0.939
C  -1.555  -2.862  0.545
N  -2.763  -3.690  0.159
H  -1.483  5.372  2.403
H  -1.869  3.592  2.921
H  -0.134  4.370  3.188
H  -0.611  1.862  2.016
H  0.990  2.551  1.421
H  1.750  2.293  -1.135
H  0.691  1.120  -2.119
H  0.716  0.024  1.701
H  2.234  -2.101  2.589
H  4.129  -3.175  0.986
H  5.224  -3.309  -1.441
H  5.809  -1.548  -1.766
H  4.441  -2.286  -2.839
H  3.136  -0.061  -2.288
H  -2.475  -0.816  -1.406
H  -0.668  -0.907  -1.119
H  -1.469  -0.837  1.604
H  -3.710  -0.898  1.769
H  -0.762  -2.883  -0.280
H  -1.137  -3.171  1.563
H  -2.648  -4.005  -0.825
H  -2.801  -4.519  0.782
Ag  -4.543  -3.946  -1.362

=====

Entry from OMol25: a molecular structure, C21H24Br3N2O4PRuS2 at a distorted geometry (wB97M-V/def2-TZVPD).

- Gap between HOMO and LUMO (alpha / beta): 0.168 / 0.168 hartree
- Charge: +2
- LUMO (alpha / beta): -8.86 / -8.89 eV

CARTESIAN COORDINATES (ANGSTROEM)
Ru  0.128  0.720  0.248
O  4.829  4.603  -1.065
C  3.907  3.693  -0.773
C  4.172  2.332  -0.602
C  3.135  1.493  -0.285
N  1.871  1.928  -0.126
C  1.632  3.226  -0.334
Br  -0.190  3.707  -0.227
C  2.593  4.148  -0.645
H  5.713  4.224  -1.155
H  5.171  1.934  -0.723
H  3.300  0.433  -0.146
H  2.356  5.190  -0.809
C  1.930  1.280  3.131
C  0.467  1.529  3.300
C  -0.049  1.926  4.548
C  -1.396  2.094  4.725
C  -2.260  1.869  3.640
C  -3.696  1.967  3.689
Br  -4.544  2.407  5.266
C  -4.475  1.740  2.560
C  -3.883  1.428  1.352
Br  -4.906  1.178  -0.167
C  -2.460  1.296  1.245
O  -1.891  1.005  0.146
C  -1.674  1.520  2.432
N  -0.351  1.360  2.260
H  2.392  1.060  4.092
H  2.423  2.163  2.717
H  2.104  0.438  2.463
H  0.634  2.082  5.371
H  -1.794  2.385  5.687
H  -5.552  1.811  2.624
C  -2.381  -1.807  -3.530
C  -2.368  -2.684  -2.300
C  -3.264  -2.193  -1.191
O  -0.973  -2.877  -1.813
P  0.012  -1.963  -1.049
S  -0.426  -1.431  0.879
S  0.329  -0.161  -1.903
O  1.320  -2.793  -0.929
C  2.000  -3.675  -1.926
C  2.226  -2.925  -3.217
C  1.238  -4.969  -2.093
H  -3.331  -1.945  -4.046
H  -1.580  -2.081  -4.217
H  -2.283  -0.753  -3.270
H  -2.641  -3.701  -2.569
H  -3.022  -1.161  -0.925
H  -3.189  -2.822  -0.304
H  -4.295  -2.216  -1.545
H  2.946  -3.869  -1.427
H  1.281  -2.738  -3.733
H  2.854  -3.528  -3.873
H  2.729  -1.974  -3.044
H  0.343  -4.832  -2.698
H  0.953  -5.380  -1.125
H  1.885  -5.691  -2.592

=====

no.,M (g/mol)
1,88.2
2,322.0
3,487.7
4,804.3